One molecule with the formula C3H5O3P. Source: OMol25; level of theory: wB97M-V/def2-TZVPD.

Structure (XYZ):
```
12
Properties=species:S:1:pos:R:3:forces:R:3
C 0.681 -1.318 -1.263 -0.31 1.62 3.19
C -0.704 -1.045 -1.517 -0.83 -1.29 0.84
C -0.004 0.916 1.307 -2.40 2.73 0.34
O -2.883 0.584 1.259 -0.90 0.99 0.31
O 1.282 -1.067 -0.194 -0.89 -0.41 -1.40
O -1.535 -0.454 -0.615 0.77 -0.45 -1.50
P -1.602 -0.024 0.956 2.66 -1.36 0.36
H 1.226 -1.774 -2.011 0.95 -1.19 -2.09
H -1.207 -1.810 -2.176 0.28 1.41 0.38
H -0.204 1.764 0.517 0.43 -0.79 1.92
H 0.003 1.243 2.438 -0.13 -0.37 -2.51
H 0.900 0.485 0.964 0.38 -0.89 0.17
```
Forces are in eV/Å.

Output
F_max = 3.65 eV/Å
net charge = 0
multiplicity = 1
LUMO (spin up / spin down) = -1.10 / -1.74 eV
Kohn-Sham gap (spin up / spin down) = 8.3 / 6.7 eV
energy above the lowest of the compared OMol25 structures with the same formula, charge and spin = 81.31 kcal per mole

***

A 11-piece molecular cluster, C29H80N2O11 overall. Source: OMol25; level of theory: wB97M-V/def2-TZVPD.

Structure (XYZ):
```
122
Properties=species:S:1:pos:R:3:forces:R:3
N 4.795 -3.108 -1.149 0.71 0.51 -1.32
C 3.656 -2.955 -0.522 -0.95 -5.89 7.12
N 2.848 -2.033 -0.910 -0.74 2.28 -1.95
O 3.400 -3.833 0.598 1.01 4.66 -5.50
H 5.365 -3.789 -0.701 0.74 -0.38 -0.42
H 4.917 -2.646 -2.055 0.62 -0.65 0.79
H 1.963 -1.868 -0.474 -0.52 -0.08 -0.01
H 3.129 -1.406 -1.685 -0.31 -0.74 1.14
C 1.655 -0.109 1.589 0.79 -1.09 1.72
C 0.598 -1.168 1.233 0.85 0.22 8.23
C -0.754 -0.856 1.831 0.98 1.82 1.36
O 0.373 -1.374 0.010 0.46 -2.28 -7.79
H 1.857 -0.069 2.703 -0.66 -0.12 -1.00
H 1.344 0.875 1.308 0.02 0.67 -0.51
H 2.649 -0.389 1.223 -0.32 0.27 -0.44
H 0.921 -2.139 1.619 0.34 0.06 0.52
H -0.744 -0.841 2.906 -0.13 -0.15 0.59
H -1.453 -1.523 1.451 -1.32 -1.36 -0.47
H -1.060 0.145 1.522 -0.04 0.15 -0.10
H -0.095 -0.647 -0.309 -1.56 2.04 -1.68
C -3.364 1.882 0.090 0.10 -0.34 0.03
C -2.097 1.825 -0.807 -2.15 8.15 1.05
C -0.869 2.598 -0.320 -1.42 -0.12 1.98
O -1.628 0.711 -1.150 1.61 -8.48 -2.42
H -4.051 1.081 -0.174 -0.10 -0.03 -0.54
H -3.943 2.835 0.066 0.78 -0.55 -0.04
H -3.110 1.609 1.094 0.22 0.20 0.98
H -2.424 2.339 -1.708 -0.25 0.70 -0.48
H -0.213 2.888 -1.090 0.71 -0.05 -1.15
H -0.337 1.945 0.411 -0.29 0.69 -0.49
H -1.189 3.516 0.161 0.12 -0.03 0.24
H -2.239 0.316 -1.797 0.43 -0.58 0.33
C -0.659 2.833 3.007 1.91 -0.94 -0.82
C -0.245 4.276 2.920 0.04 -2.45 12.17
C 1.127 4.552 3.714 -2.72 -0.71 1.58
O -0.084 4.752 1.829 1.42 4.96 -12.91
H -0.665 2.546 4.038 -0.21 -0.46 0.57
H 0.113 2.217 2.450 -0.73 0.51 0.82
H -1.590 2.627 2.520 -0.76 0.02 -0.11
H -1.004 4.876 3.425 -0.46 -0.08 1.13
H 1.861 3.943 3.308 1.51 -1.37 -0.85
H 0.975 4.247 4.775 0.27 0.26 -0.59
H 1.510 5.558 3.686 -0.41 0.57 -0.20
H -0.914 5.008 1.414 0.22 -0.02 -0.27
C 5.009 0.707 0.357 0.96 -0.18 1.40
C 5.881 1.468 -0.553 0.92 4.77 7.02
C 7.279 1.705 0.012 0.45 1.72 -0.09
O 6.091 0.960 -1.657 -0.50 -5.43 -10.31
H 5.381 -0.296 0.542 0.42 -0.04 0.54
H 4.137 0.544 -0.148 -2.79 -0.35 -1.31
H 4.777 1.304 1.231 0.06 -0.31 0.48
H 5.378 2.420 -0.814 0.09 0.78 1.34
H 7.197 2.374 0.838 0.04 0.25 1.24
H 7.840 2.359 -0.707 -0.24 -1.03 0.26
H 7.861 0.815 0.307 -0.50 0.24 -0.37
H 5.196 0.926 -2.092 1.46 -0.69 -0.04
C 2.453 3.500 -0.070 1.17 0.15 -0.97
C 3.190 4.691 0.521 -3.00 -6.30 7.03
C 4.350 4.228 1.407 -0.17 -0.13 1.22
O 3.613 5.561 -0.253 1.99 6.44 -8.87
H 1.714 3.055 0.566 -0.22 -0.09 0.52
H 3.212 2.762 -0.347 -0.35 -0.18 -0.27
H 1.952 3.868 -0.964 -0.24 -0.20 -0.27
H 2.451 5.192 1.121 -0.72 -0.18 1.50
H 4.023 3.540 2.224 -0.01 0.45 -0.62
H 4.695 5.148 1.913 0.44 -0.54 -0.25
H 5.154 3.685 0.865 -0.49 0.75 0.13
H 2.876 5.736 -0.921 1.73 0.15 1.05
C 1.616 1.156 -2.288 -0.52 -2.30 -1.22
C 2.573 0.418 -3.298 -8.54 -1.01 -1.03
C 2.263 0.860 -4.761 -1.21 -0.03 0.61
O 3.755 0.736 -3.069 9.28 2.27 1.54
H 1.702 2.229 -2.469 -0.27 -0.16 0.43
H 1.831 0.781 -1.273 0.28 0.77 -0.21
H 0.623 0.711 -2.505 0.07 0.96 0.10
H 2.476 -0.649 -3.056 -0.50 -0.03 -0.93
H 1.238 0.610 -5.063 0.15 0.32 0.08
H 2.922 0.444 -5.501 0.52 -0.49 -0.12
H 2.417 1.969 -4.805 -0.37 -0.69 0.11
H 3.935 1.510 -3.598 0.79 0.55 0.00
C -5.183 -3.238 -2.136 0.85 -1.72 1.66
C -4.254 -2.513 -1.186 1.78 -7.94 -0.02
C -2.805 -2.794 -1.543 -0.36 -1.72 0.45
O -4.370 -1.277 -1.214 -1.28 9.86 -0.31
H -4.962 -4.301 -2.062 -0.02 -0.29 -0.08
H -4.983 -2.957 -3.112 0.12 0.80 -2.03
H -6.198 -3.143 -1.864 -1.33 0.47 0.13
H -4.453 -2.862 -0.159 0.26 -0.71 0.03
H -2.133 -2.255 -0.921 0.55 0.23 0.97
H -2.514 -2.528 -2.514 -0.31 0.89 -1.75
H -2.605 -3.860 -1.556 0.25 -0.28 0.57
H -5.180 -1.033 -0.761 -0.45 0.47 0.12
C -1.381 -4.325 1.488 -0.69 0.40 -1.72
C -2.158 -5.628 1.398 -3.54 5.01 6.33
C -3.631 -5.570 0.971 -0.42 1.39 -0.03
O -1.563 -6.506 0.744 4.63 -6.24 -5.58
H -0.319 -4.497 1.654 -0.04 -0.06 -0.09
H -1.777 -3.672 2.242 -0.22 0.09 0.68
H -1.560 -3.779 0.550 0.62 -0.04 0.09
H -2.084 -5.986 2.454 -1.00 0.48 0.36
H -3.772 -5.494 -0.115 0.45 -0.51 0.05
H -4.146 -4.671 1.291 -0.03 0.28 0.58
H -4.197 -6.397 1.382 -0.04 -0.39 -0.11
H -2.036 -7.323 0.903 0.33 -0.56 -0.44
C -4.618 -1.560 2.218 -0.62 1.46 1.41
C -6.038 -1.189 1.844 1.00 1.97 8.60
C -6.415 0.254 2.127 -0.27 1.01 -0.44
O -6.433 -1.545 0.723 -2.31 -2.27 -10.15
H -3.877 -1.103 1.634 1.04 0.85 -1.06
H -4.404 -2.584 2.270 -0.09 -1.76 -0.27
H -4.492 -1.219 3.240 0.27 0.20 0.28
H -6.669 -1.802 2.481 -0.08 0.15 1.81
H -6.340 0.423 3.173 0.24 0.19 1.06
H -7.453 0.600 1.873 0.82 -0.95 -0.15
H -5.737 0.968 1.654 0.11 -0.07 -0.16
H -6.387 -2.495 0.722 -0.19 -0.68 -0.82
C -0.188 -1.847 -3.680 0.26 -2.04 0.36
O -1.197 -1.023 -4.183 -0.06 0.84 0.51
H -0.334 -2.865 -4.144 0.09 0.47 1.20
H -0.137 -1.840 -2.570 -0.57 -0.27 -0.71
H 0.807 -1.604 -3.985 0.74 0.76 -0.50
H -1.239 -1.275 -5.095 -0.46 0.21 -0.83
```
Forces are in eV/Å.

Output
F_max = 13.90 eV/Å
SMILES string = NC(N)=O.CC(C)O.CC(C)O.CC(C)O.CC(C)O.CC(C)O.CC(C)O.CC(C)O.CC(C)O.CC(C)O.CO
net charge = 0
multiplicity = 1
LUMO = 0.28 eV
Kohn-Sham gap = 8.7 eV
energy above the lowest of the compared OMol25 structures with the same formula, charge and spin = 288.59 kcal per mole

***

One molecule with the formula C7H9ClN2. Source: OMol25; level of theory: wB97M-V/def2-TZVPD.

Structure (XYZ):
```
19
Properties=species:S:1:pos:R:3:forces:R:3
N 0.591 -3.404 0.349 -1.19 1.95 0.23
N 0.911 -2.102 0.225 0.83 1.63 0.69
Cl 1.549 -1.603 -1.486 -0.25 -0.53 0.19
C -0.343 -1.324 0.384 0.54 -0.59 0.49
C -0.264 0.171 0.177 0.17 -0.82 -1.66
C 0.523 0.968 0.989 0.01 -0.76 0.66
C 0.492 2.341 0.839 1.70 1.88 -0.08
C -0.146 2.887 -0.278 -0.70 0.31 1.81
C -0.953 2.075 -1.050 1.36 2.00 -1.38
C -0.905 0.740 -0.928 0.83 0.20 3.40
H -0.255 -3.568 -0.165 -0.13 -1.31 -0.51
H 1.375 -3.978 0.284 1.05 -1.31 -0.39
H -0.641 -1.466 1.412 0.15 -0.27 0.59
H -1.055 -1.951 -0.163 -0.73 1.10 -0.62
H 1.153 0.435 1.703 -0.23 0.49 0.21
H 1.104 3.086 1.477 -1.00 -1.68 -0.88
H -0.185 3.969 -0.357 0.13 -0.10 -0.31
H -1.396 2.505 -1.926 -0.61 0.20 -0.20
H -1.555 0.219 -1.482 -1.93 -2.39 -2.23
```
Forces are in eV/Å.

Output
F_max = 3.80 eV/Å
SMILES string = NN(Cl)Cc1ccccc1
net charge = 0
multiplicity = 1
LUMO = 0.70 eV
Kohn-Sham gap = 9.9 eV
energy above the lowest of the compared OMol25 structures with the same formula, charge and spin = 61.71 kcal per mole

***

Number 1: electronic energy -684.29639 a.u.. Number 2: electronic energy -2089.63590 a.u.. Number 3: electronic energy -841.74479 a.u..